{"formula": "C4H12N2O2", "method": "wB97M-V/def2-TZVPD", "symbols": ["O", "O", "N", "N", "C", "C", "C", "C", "H", "H", "H", "H", "H", "H", "H", "H", "H", "H", "H", "H"], "positions_angstrom": [[0.269, 0.480, 2.528], [-1.807, -0.947, 0.577], [-2.130, 0.942, -0.731], [1.661, 0.941, 0.816], [2.618, 0.367, -0.122], [1.020, 0.048, 1.502], [-0.909, -0.980, -1.621], [-1.226, -0.125, -0.408], [0.445, 1.434, 2.608], [-0.424, -0.394, -2.407], [-1.817, -1.432, -2.038], [3.556, 0.041, 0.336], [-3.018, 0.530, -1.014], [-2.328, 1.477, 0.110], [1.103, -1.046, 1.442], [-1.691, -0.502, 1.432], [-0.211, 0.379, -0.086], [-0.244, -1.802, -1.335], [2.900, 1.082, -0.903], [2.233, -0.493, -0.686]], "mulliken_charge": [-0.4581, -0.6272, -0.7175, -0.5982, -0.7310, 0.1543, -1.3661, 0.8965, 0.3559, 0.3331, 0.3631, 0.3284, 0.2635, 0.2456, 0.4289, 0.3364, -0.0373, 0.3146, 0.2801, 0.2351], "energy_ev": -11416.865, "homo_energy_ev": -9.41, "orbital_gap_ev": 10.2, "smiles": "C[C@@H](N)O.C/N=C/O", "multiplicity": 1, "mol_weight_g_mol": 120.15}